Record 1
# C49H48BrF4N4O2PS6Ta

C49H48BrF4N4O2PS6Ta as an isolated structure in a non-equilibrium geometry (ωB97M-V/def2-TZVPD, the Open Molecules 2025 dataset).

```
116
Properties=species:S:1:pos:R:3:forces:R:3
Ta 0.25293 -0.10131 0.24218 -0.08 -1.00 0.33
C 3.08285 2.97959 -2.49814 0.01 0.03 0.00
C 2.97960 1.47548 -2.77606 -0.04 0.05 -0.03
C 3.18847 1.22994 -4.26918 -0.02 -0.01 0.02
C 3.92671 0.71161 -1.88050 0.07 0.02 -0.06
C 5.19953 0.38946 -2.33966 -0.02 -0.06 -0.01
C 6.13311 -0.18782 -1.50047 -0.03 0.03 -0.01
C 5.80763 -0.41303 -0.17739 -0.02 -0.03 0.00
C 4.54547 -0.11357 0.32868 0.07 0.02 0.01
C 4.32500 -0.27701 1.82216 -0.08 0.02 0.01
C 4.82109 0.95841 2.58712 0.01 0.01 0.00
C 5.05128 -1.50213 2.38474 -0.05 -0.06 -0.03
C 3.58812 0.40062 -0.55935 -0.02 0.07 0.06
N 2.27987 0.81387 -0.03353 0.17 0.13 -0.04
C 2.40966 1.95013 0.61694 -0.01 0.03 0.00
C 1.39011 2.46749 1.38273 -0.04 -0.03 0.03
C 1.41548 3.58407 2.20790 -0.01 -0.03 -0.05
C 0.18229 3.62231 2.82140 -0.02 -0.07 0.01
C -0.58228 2.54210 2.35277 -0.03 -0.02 0.03
N 0.16554 1.79881 1.45884 0.01 0.04 -0.02
C -2.06672 2.47307 2.67606 0.05 0.00 -0.05
C -2.63342 1.09016 2.98525 -0.02 -0.02 -0.04
C -2.38170 3.34225 3.90131 -0.01 0.04 0.04
C -2.75842 3.10715 1.46094 -0.04 -0.05 -0.04
H 2.43894 3.54428 -3.17570 -0.02 0.01 -0.01
H 4.10834 3.31501 -2.65893 0.03 0.01 -0.01
H 2.79967 3.24274 -1.47854 0.01 -0.01 -0.05
H 1.97217 1.15495 -2.50990 -0.03 -0.03 -0.02
H 4.10100 1.70958 -4.62435 0.03 0.00 0.00
H 2.36602 1.67370 -4.83197 -0.04 0.01 -0.02
H 3.24376 0.17028 -4.51946 -0.03 -0.03 0.02
H 5.46676 0.60612 -3.36356 0.01 0.02 -0.04
H 7.12088 -0.42924 -1.86824 0.03 -0.01 -0.01
H 6.55616 -0.81675 0.48914 0.02 -0.02 0.00
H 3.25498 -0.38882 2.01230 0.01 -0.03 -0.03
H 5.87960 1.12886 2.38291 0.02 0.00 -0.01
H 4.70512 0.80255 3.66005 0.00 -0.01 0.02
H 4.28291 1.86880 2.33015 0.00 0.01 0.03
H 6.11343 -1.29558 2.52334 0.02 -0.01 0.00
H 4.96506 -2.37237 1.73251 -0.06 -0.01 0.01
H 4.64340 -1.76247 3.35977 -0.02 0.00 0.04
H 3.35625 2.47945 0.56873 -0.03 -0.02 0.04
H 2.24486 4.26123 2.32813 0.04 0.03 0.00
H -0.15582 4.35587 3.52843 0.03 0.02 0.02
H -2.22598 0.70378 3.91800 0.03 -0.01 0.05
H -2.43429 0.36354 2.21158 0.03 -0.08 -0.06
H -3.71575 1.17461 3.09768 -0.01 -0.01 -0.01
H -1.79868 3.04152 4.77225 0.01 -0.02 0.01
H -3.43639 3.22191 4.14755 -0.02 0.00 0.00
H -2.21376 4.40205 3.71668 -0.01 0.02 -0.01
H -2.52676 2.55170 0.55689 0.00 0.00 -0.03
H -2.42013 4.13577 1.32893 0.00 0.04 0.01
H -3.84069 3.11009 1.59546 -0.04 -0.02 0.00
O -5.04798 -1.79794 1.25567 0.04 0.06 -0.03
C -5.13684 -0.62438 0.60213 0.00 -0.03 0.05
C -6.39749 -0.03051 0.53795 0.01 0.01 -0.02
C -6.57783 1.15091 -0.14956 0.02 -0.01 0.00
C -5.50588 1.77407 -0.78893 -0.02 -0.02 0.03
C -4.25425 1.20893 -0.69572 0.06 0.07 0.06
C -4.03984 0.02483 0.01313 -0.15 -0.14 -0.03
C -2.70733 -0.57646 0.05158 0.28 0.27 0.08
O -1.63537 0.22355 -0.06335 -0.62 0.35 -0.16
N -2.53937 -1.83379 0.18962 0.00 0.00 0.01
N -1.21622 -2.22596 -0.00192 -0.06 0.19 0.24
C -1.16508 -3.52829 -0.00777 0.12 -0.10 -0.11
S 0.19044 -4.50384 -0.52992 -0.04 0.05 -0.02
C -0.77104 -6.03857 -0.66885 -0.04 -0.03 0.00
C -1.78376 -6.04420 0.44989 0.05 -0.02 0.01
S -2.60408 -4.43734 0.40716 -0.05 0.05 0.00
H -4.16296 -2.17781 1.11140 -0.01 0.00 -0.01
H -7.22159 -0.53357 1.02394 -0.02 -0.01 0.01
H -7.56532 1.58892 -0.19971 -0.03 0.02 0.00
H -5.65307 2.69112 -1.34157 0.00 0.02 -0.01
H -3.41109 1.67282 -1.18946 0.01 0.05 0.04
H -0.06133 -6.86132 -0.58838 0.01 0.00 0.00
H -1.25813 -6.07956 -1.64451 0.02 0.00 0.01
H -1.30748 -6.18474 1.42035 -0.01 0.00 -0.01
H -2.54845 -6.80716 0.30974 -0.01 0.00 0.00
F -0.42340 3.90376 -6.38256 -0.01 -0.02 0.01
C -0.37394 2.88276 -5.54635 0.02 -0.03 0.05
C -0.39741 1.58485 -6.02016 0.02 0.01 0.03
F -0.47970 1.35539 -7.32119 0.00 -0.01 0.03
C -0.33722 0.52533 -5.12456 0.03 0.06 -0.07
F -0.41080 -0.69243 -5.65256 0.01 -0.04 0.04
C -0.23382 0.70931 -3.75099 -0.03 0.08 -0.01
P -0.21687 -0.74341 -2.60975 0.16 0.00 0.12
C 0.88004 -1.97719 -3.36841 -0.02 -0.01 -0.12
C 2.22704 -1.90761 -3.03736 0.04 -0.02 0.03
C 3.13883 -2.81415 -3.55713 -0.03 0.00 0.02
C 2.70087 -3.81251 -4.40955 -0.02 -0.02 -0.03
C 1.35652 -3.88646 -4.75854 0.05 0.02 0.02
C 0.45183 -2.97275 -4.25068 -0.02 0.05 -0.01
C -1.92246 -1.31671 -2.88186 -0.02 -0.03 -0.04
C -2.92938 -0.38466 -3.12277 0.01 -0.01 -0.04
C -4.24597 -0.79208 -3.27517 0.01 -0.05 -0.03
C -4.56955 -2.13606 -3.19326 0.01 0.00 0.00
C -3.57115 -3.07324 -2.96435 0.01 0.02 0.01
C -2.25723 -2.66877 -2.80916 0.00 -0.03 0.06
C -0.25138 2.03295 -3.30249 0.02 -0.01 -0.07
Br -0.25598 2.47474 -1.47177 0.08 0.03 0.05
C -0.30782 3.10174 -4.17733 -0.02 -0.08 -0.08
F -0.31268 4.35464 -3.73491 0.00 0.00 0.03
H 2.58856 -1.13977 -2.37100 -0.01 0.00 0.09
H 4.18203 -2.73602 -3.28214 0.03 0.00 0.01
H 3.40258 -4.53081 -4.81130 0.02 -0.01 -0.01
H 1.01420 -4.65128 -5.44188 -0.01 -0.02 -0.01
H -0.58173 -3.02890 -4.55812 0.04 0.02 -0.04
H -2.70060 0.67174 -3.18403 0.02 0.00 -0.02
H -5.01811 -0.05495 -3.44499 -0.02 0.03 0.00
H -5.59616 -2.45477 -3.30871 -0.03 -0.01 0.00
H -3.81653 -4.12430 -2.89864 -0.01 -0.02 0.00
H -1.49103 -3.41058 -2.62910 -0.03 0.02 0.05
S 0.09357 -0.73803 2.57930 0.09 0.08 -0.28
S 0.19894 -2.79492 2.75559 -0.04 0.09 0.08
S 2.05752 -2.97007 1.96232 0.19 0.06 -0.09
S 1.76302 -2.12284 0.09256 0.06 0.15 -0.05
```
Positions in Å, forces in eV/Å.

Results
E_tot, Eh: -8026.43330
Kohn-Sham gap, eV: 6.34
LUMO, eV: -3.918
Charge: +1

Record 2
# C49H48N8O11SiW

C49H48N8O11SiW as an isolated structure in a non-equilibrium geometry (ωB97M-V/def2-TZVPD, the Open Molecules 2025 dataset).

```
118
Properties=species:S:1:pos:R:3:forces:R:3
W 0.33618 -0.08882 0.19119 0.18 1.25 -0.03
O -2.38268 2.41415 -1.97701 -0.04 0.05 0.01
C -1.87401 1.71432 -1.13182 0.18 -0.24 0.02
N -0.91169 0.73774 -1.34107 -0.49 0.22 -0.87
C -0.81864 0.30546 -2.66826 -0.39 0.21 0.79
O -1.71789 0.24575 -3.46827 0.04 -0.05 -0.25
C 0.56182 -0.10603 -3.00821 0.69 -0.24 -0.06
C 0.96816 -0.22146 -4.32823 -0.43 0.17 -0.03
C 2.26688 -0.59033 -4.60655 0.28 -0.18 0.33
C 3.09140 -0.89770 -3.52892 -0.07 0.11 -0.51
C 2.60175 -0.75991 -2.24829 0.06 0.06 0.69
N 1.37385 -0.31988 -1.96034 -0.50 -0.38 -0.91
C -2.21544 1.88387 0.30822 -0.05 0.04 0.21
C -3.32742 2.62196 0.67588 0.04 -0.01 -0.14
C -3.67233 2.68405 2.01261 0.13 -0.12 0.07
C -2.87403 2.00827 2.92503 -0.18 0.15 -0.02
C -1.76930 1.31391 2.47288 0.36 -0.18 0.17
N -1.43176 1.24992 1.18284 -0.18 -0.15 -0.54
H 0.24015 -0.00574 -5.09896 0.00 -0.04 0.00
H 2.63064 -0.66566 -5.62213 -0.04 -0.01 -0.02
H 4.10654 -1.23728 -3.68083 0.01 0.00 0.07
H 3.20861 -1.01629 -1.39513 -0.06 -0.02 -0.01
H -3.89839 3.10152 -0.10632 0.01 0.02 0.01
H -4.54545 3.23308 2.33813 0.00 0.01 0.00
H -3.10001 2.01424 3.98224 0.02 -0.02 0.00
H -1.12986 0.78260 3.16703 -0.02 -0.01 -0.05
O 1.40544 1.41879 3.80163 0.11 0.26 0.18
C 1.26126 1.27892 2.61426 -0.16 -0.50 -0.31
O 0.73181 0.22751 2.05538 0.38 0.09 2.28
C 1.63522 2.30340 1.60431 -0.20 -0.01 -0.98
C 2.31706 3.43865 2.04098 0.13 0.27 0.29
C 2.67649 4.39664 1.14750 -0.10 -0.22 -0.09
C 2.35309 4.18927 -0.20708 -0.05 -0.16 0.11
C 2.75419 5.11317 -1.19169 0.02 0.16 -0.34
C 2.47808 4.90242 -2.51477 0.12 0.19 0.23
C 1.74435 3.76745 -2.88541 -0.15 -0.30 0.17
C 1.32537 2.86347 -1.94202 0.02 0.13 -0.48
C 1.64119 3.01577 -0.58148 -0.04 -0.03 -0.06
N 1.27524 2.04613 0.33509 0.79 0.49 0.67
H 2.54845 3.49752 3.09537 -0.05 0.00 0.00
H 3.20538 5.29298 1.44433 0.04 -0.02 0.02
H 3.29080 6.00006 -0.87699 0.02 -0.03 0.02
H 2.80603 5.61073 -3.26362 -0.01 0.01 0.01
H 1.48980 3.59866 -3.92359 -0.02 0.02 0.00
H 0.72481 2.03451 -2.25198 0.03 0.02 0.09
O -2.34252 -1.05838 0.25321 -0.97 -0.46 0.39
C -1.86430 -1.56116 1.27965 0.34 0.15 -1.35
O -0.59739 -1.68670 1.40837 -0.46 0.00 0.17
C -2.77374 -1.98878 2.38111 0.05 -0.11 0.24
C -4.12400 -2.13048 2.09583 -0.31 -0.11 0.10
C -4.99907 -2.47152 3.11629 0.83 0.15 -0.05
C -4.55703 -2.64139 4.41406 -0.20 -0.06 0.27
C -3.20907 -2.48139 4.67690 -0.14 0.13 -0.77
C -2.29839 -2.16822 3.67386 -0.06 -0.07 0.26
N -2.74913 -2.62633 6.05641 0.14 -0.09 0.47
O -1.57763 -2.40966 6.28309 0.02 0.02 -0.09
O -3.56756 -2.95199 6.89412 -0.03 0.01 -0.08
N -6.41958 -2.63647 2.81800 -0.48 -0.06 -0.11
O -6.77213 -2.49596 1.66469 0.09 0.01 0.04
O -7.16232 -2.90513 3.74053 0.07 0.01 0.04
H -4.48635 -1.97348 1.09071 0.04 0.03 -0.02
H -5.24754 -2.88175 5.20769 0.00 -0.02 0.00
H -1.24514 -2.05987 3.90177 0.02 0.03 -0.03
C 0.82960 -5.20346 -3.36597 -0.08 0.05 0.04
C -0.26548 -4.22987 -2.93339 0.08 -0.04 0.02
C -1.41393 -5.00484 -2.29197 0.09 0.00 -0.04
C -0.77197 -3.45262 -4.15368 -0.04 -0.03 0.13
N 0.36232 -3.37053 -1.91126 -0.04 -0.01 0.10
N -0.48011 -2.40895 -1.27640 0.08 -0.44 -0.70
H 0.44988 -5.89146 -4.12235 0.03 0.01 -0.02
H 1.17688 -5.77800 -2.50725 0.03 0.00 -0.01
H 1.68121 -4.66355 -3.78885 0.01 -0.01 -0.01
H -1.81234 -5.72545 -3.00723 -0.03 -0.01 0.02
H -2.23041 -4.34534 -1.99387 -0.01 0.00 0.00
H -1.05666 -5.54680 -1.41471 -0.02 0.01 0.02
H -1.14046 -4.14602 -4.91160 -0.04 0.03 -0.01
H 0.03826 -2.86937 -4.59054 0.06 0.03 -0.07
H -1.58994 -2.77296 -3.90299 0.01 0.03 -0.01
H 1.15461 -2.88232 -2.30993 0.03 0.06 -0.03
H -0.99334 -2.92259 -0.57813 -0.04 0.17 0.29
H -1.17609 -2.05371 -1.93028 -0.16 0.02 0.01
C 5.10936 -3.33448 2.10832 -0.12 0.10 0.05
C 4.34106 -2.79638 0.89366 -0.16 -0.02 -0.16
C 5.38174 -2.24850 -0.09452 -0.11 0.02 0.08
C 3.56430 -3.94394 0.23397 -0.03 0.14 0.07
Si 3.10180 -1.44502 1.48475 0.31 -0.09 -0.03
O 1.90848 -1.20312 0.38266 0.73 -0.49 0.01
C 2.40591 -2.03620 3.12896 0.20 0.21 -0.10
C 1.48650 -3.08839 3.11648 0.09 -0.04 -0.07
C 1.02499 -3.64712 4.29798 -0.02 -0.07 0.01
C 1.48080 -3.17151 5.52040 -0.04 0.04 -0.02
C 2.38306 -2.12071 5.55109 0.03 0.01 0.09
C 2.83572 -1.55814 4.36693 -0.02 0.02 -0.13
C 4.18838 0.11998 1.50411 -0.15 -0.19 0.31
C 5.12816 0.37261 2.50787 -0.03 -0.03 0.06
C 6.06106 1.39433 2.39416 0.02 -0.03 0.03
C 6.09817 2.17399 1.24866 0.05 0.03 -0.03
C 5.18908 1.93330 0.22876 0.00 0.05 -0.05
C 4.24481 0.92683 0.36530 0.05 -0.04 0.07
H 5.82839 -4.09614 1.79042 0.01 0.00 -0.02
H 4.43752 -3.78070 2.84308 0.04 -0.02 0.00
H 5.66895 -2.53690 2.60625 0.03 -0.04 0.02
H 6.08072 -3.04296 -0.37540 -0.01 -0.03 -0.01
H 5.95459 -1.43408 0.35168 0.06 -0.02 -0.07
H 4.93169 -1.87290 -1.01643 0.03 -0.01 -0.02
H 4.25340 -4.69474 -0.16707 0.02 -0.02 0.02
H 2.93204 -3.58179 -0.58060 -0.02 -0.07 -0.01
H 2.91416 -4.43667 0.96065 -0.02 -0.05 -0.06
H 1.13149 -3.47034 2.16683 -0.08 0.01 0.02
H 0.30542 -4.45779 4.27017 0.02 -0.01 -0.02
H 1.11835 -3.60667 6.44216 -0.01 0.00 0.01
H 2.73642 -1.73519 6.49947 -0.03 0.01 0.00
H 3.52226 -0.72251 4.41132 -0.06 -0.01 0.08
H 5.15542 -0.25862 3.38794 0.03 0.08 0.00
H 6.77252 1.56449 3.19285 0.00 0.00 -0.01
H 6.84885 2.94716 1.13878 -0.03 0.02 0.02
H 5.23044 2.52065 -0.68133 -0.05 0.02 0.00
H 3.55814 0.74006 -0.44644 -0.09 0.10 -0.05
```
Positions in Å, forces in eV/Å.

Results
E_tot, Eh: -3518.35136
Kohn-Sham gap (alpha / beta), eV: 5.94 / 7.62
LUMO (alpha / beta), eV: -1.045 / -1.144
Charge: 0
Spin multiplicity: 3